No. 1
Molecular formula: C22H28ClN6PTeW
Method: DFT, the ωB97M-V functional and the def2-TZVPD basis

CARTESIAN COORDINATES (ANGSTROEM)
W: -0.1998 -0.0073 -1.3998
C: -4.8239 2.9151 0.3342
N: -3.6039 2.6233 -0.4198
C: -3.0494 3.4332 -1.3658
C: -1.9236 2.8039 -1.8077
N: -1.7877 1.6107 -1.1464
C: -2.8194 1.5273 -0.3088
P: -3.0876 0.2136 0.9130
C: -1.3856 0.2089 1.5536
N: -0.2930 0.0885 0.7984
C: 0.7855 0.0972 1.6532
C: 0.3268 0.2355 2.9250
N: -1.0384 0.2976 2.8494
C: -1.9402 0.4553 3.9922
C: -2.8468 -1.2186 -0.1782
N: -1.8071 -1.4140 -0.9898
C: -1.9814 -2.6457 -1.5667
C: -3.1319 -3.1944 -1.0915
N: -3.6661 -2.2892 -0.2185
C: -4.8941 -2.4869 0.5539
H: -5.2364 3.8479 -0.0377
H: -5.5554 2.1239 0.1890
H: -4.5985 3.0248 1.3925
H: -3.4888 4.3756 -1.6432
H: -1.2211 3.1392 -2.5490
H: 1.7999 -0.0139 1.3072
H: 0.8499 0.2800 3.8643
H: -1.3658 0.3023 4.9005
H: -2.3644 1.4568 4.0029
H: -2.7338 -0.2859 3.9470
H: -1.2799 -3.0553 -2.2722
H: -3.6045 -4.1390 -1.2974
H: -5.4040 -3.3610 0.1609
H: -4.6590 -2.6527 1.6029
H: -5.5456 -1.6233 0.4492
Cl: 0.0682 0.9830 -3.6645
C: -1.1640 -0.2763 -3.2972
H: -0.9753 -1.1436 -3.9200
H: -2.1494 0.1537 -3.4506
C: 6.7140 0.9967 0.9463
C: 5.5064 0.3197 0.3652
C: 5.4476 -1.0594 0.2284
C: 4.3433 -1.7090 -0.3195
C: 4.3516 -3.2090 -0.4344
C: 3.2619 -0.9287 -0.7404
Te: 1.5183 -1.8940 -1.4364
C: 3.3012 0.4663 -0.6316
C: 2.2265 1.3596 -1.1843
C: 4.4176 1.0708 -0.0729
H: 7.4244 0.2731 1.3401
H: 6.4333 1.6755 1.7522
H: 7.2236 1.5888 0.1845
H: 6.2887 -1.6565 0.5605
H: 5.2970 -3.6132 -0.0797
H: 4.2198 -3.5313 -1.4687
H: 3.5526 -3.6616 0.1561
H: 1.2056 1.3077 -0.6920
H: 2.1564 1.2545 -2.2631
H: 2.4507 2.4077 -0.9807
H: 4.4550 2.1521 0.0060

Computed properties:
Energy above the lowest of the compared OMol25 structures with the same formula, charge and spin = 0.04 kcal/mol
Max |F| = 0.15 eV/A
E_HOMO (alpha / beta) = -12.89 / -13.12 eV
Charge = +2
Molecular weight = 754.375 g mol⁻¹
LUMO energy (alpha / beta) = -0.2412 / -0.2452 Eh

No. 2
Molecular formula: C22H28ClNO4S
Method: DFT, the ωB97M-V functional and the def2-TZVPD basis

CARTESIAN COORDINATES (ANGSTROEM)
C: 4.2051 1.0765 1.5292
C: 4.3731 0.8507 0.0312
C: 3.0954 1.1325 -0.7560
C: 2.7884 2.6239 -0.9078
O: 1.5960 2.8342 -1.6399
C: 0.4030 2.5052 -1.0764
C: -0.6752 2.3968 -1.9578
C: -1.9289 2.0504 -1.5022
C: -2.1533 1.8215 -0.1480
C: -1.0858 1.9603 0.7293
C: 0.1809 2.2904 0.2805
H: 0.9814 2.3712 0.9983
H: -1.2408 1.7838 1.7835
C: -3.4853 1.3279 0.3712
N: -3.6316 -0.0967 0.0869
C: -3.1624 -1.0400 0.9207
O: -2.6048 -0.7938 1.9752
C: -3.4127 -2.4736 0.4596
C: -2.1129 -3.1322 0.0426
H: -2.2513 -4.1716 -0.2440
H: -1.3482 -3.0600 0.8112
S: -1.4407 -2.3083 -1.4480
O: -0.7246 -3.2967 -2.2033
O: -2.5238 -1.6255 -2.1172
C: -0.2802 -1.0143 -0.8618
C: 0.7758 -1.5830 0.0063
C: 0.6429 -1.5380 1.3931
C: 1.6163 -2.0716 2.2184
C: 2.7421 -2.6631 1.6688
C: 2.8944 -2.7178 0.2950
C: 1.9176 -2.1805 -0.5294
Cl: 2.1316 -2.2410 -2.2385
H: 3.7677 -3.1723 -0.1450
H: 3.5054 -3.0787 2.3085
H: 1.4956 -2.0222 3.2896
H: -0.2317 -1.0701 1.8229
H: 0.1131 -0.5700 -1.7738
H: -0.9012 -0.2977 -0.3362
H: -4.1115 -2.4901 -0.3760
H: -3.8414 -3.0213 1.3021
H: -3.8238 -0.3590 -0.8712
C: -4.6816 2.0796 -0.1999
H: -4.7732 1.9066 -1.2689
H: -4.5624 3.1459 -0.0282
H: -5.5969 1.7453 0.2822
H: -3.4833 1.4116 1.4640
H: -2.7322 1.9437 -2.2139
H: -0.4966 2.5766 -3.0061
H: 3.5646 3.1102 -1.5050
H: 2.7409 3.1244 0.0658
H: 3.1804 0.7043 -1.7565
H: 2.2552 0.6432 -0.2592
H: 4.6508 -0.1917 -0.1346
H: 5.1828 1.4774 -0.3486
H: 5.1183 0.8092 2.0555
H: 3.3953 0.4592 1.9133
H: 3.9843 2.1182 1.7486

Computed properties:
Energy above the lowest of the compared OMol25 structures with the same formula, charge and spin = 0.00 kcal/mol
Max |F| = 1.00 eV/A
E_HOMO = -8.54 eV
Charge = 0
Molecular weight = 437.989 g mol⁻¹
SMILES = CCCCOc1ccc([C@@H](C)NC(=O)CCS(=O)(=O)Cc2ccccc2Cl)cc1
LUMO energy = 0.0254 Eh

No. 3
Molecular formula: C22H28FN3O2
Method: DFT, the ωB97M-V functional and the def2-TZVPD basis

CARTESIAN COORDINATES (ANGSTROEM)
C: 0.6022 2.5558 -2.3386
C: 1.1486 1.1413 -2.2977
H: 2.1339 1.0757 -2.7722
H: 0.4806 0.4387 -2.8105
O: 1.2654 0.7496 -0.9313
C: 1.8155 -0.4424 -0.6980
O: 2.2029 -1.1696 -1.5775
C: 1.9353 -0.7591 0.7873
C: 1.6616 -2.2547 0.9941
C: 0.2016 -2.5853 0.7026
N: -0.6697 -1.8105 1.5657
C: -0.4988 -0.3920 1.3281
C: 0.9357 0.0277 1.6370
H: 1.0337 1.0977 1.4599
H: 1.1425 -0.1766 2.6890
H: -1.1826 0.1513 1.9861
H: -0.7399 -0.1147 0.2876
C: -2.0587 -2.2454 1.5127
C: -2.6718 -2.2099 0.1447
C: -3.1488 -1.1364 -0.6009
N: -3.4600 -1.6446 -1.8234
N: -3.2372 -2.9488 -1.9099
C: -2.7462 -3.3019 -0.7399
H: -2.4673 -4.3196 -0.5526
H: -3.8770 -1.1511 -2.5969
C: -3.3223 0.2794 -0.3097
C: -3.0206 1.2354 -1.2814
C: -3.1788 2.5835 -1.0192
C: -3.6413 3.0108 0.2138
C: -3.9460 2.0543 1.1653
C: -3.8004 0.7024 0.9283
H: -4.0755 -0.0071 1.6915
F: -4.4094 2.4539 2.3678
H: -3.7695 4.0569 0.4403
H: -2.9409 3.3116 -1.7803
H: -2.6393 0.9191 -2.2415
H: -2.0875 -3.2770 1.8771
H: -2.6182 -1.6215 2.2131
H: 0.0214 -3.6452 0.8991
H: -0.0027 -2.3979 -0.3663
H: 2.2987 -2.8390 0.3291
H: 1.8899 -2.5171 2.0279
C: 3.3961 -0.4488 1.1849
C: 3.8323 0.9645 0.8780
C: 5.2952 1.2626 0.7332
C: 4.4006 1.2980 -0.4682
H: 4.1659 2.2570 -0.9056
H: 4.4937 0.5012 -1.1907
H: 5.6736 2.1958 1.1219
H: 5.9913 0.4426 0.8227
H: 3.2308 1.7278 1.3556
H: 3.5055 -0.6395 2.2563
H: 4.0478 -1.1437 0.6505
H: 0.4631 2.8667 -3.3700
H: -0.3500 2.6008 -1.8163
H: 1.2949 3.2373 -1.8524

Computed properties:
Energy above the lowest of the compared OMol25 structures with the same formula, charge and spin = 0.00 kcal/mol
Max |F| = 0.84 eV/A
E_HOMO = -8.43 eV
Charge = 0
Molecular weight = 385.483 g mol⁻¹
SMILES = CCOC(=O)C1(CC2CC2)CCN(Cc2cn[nH]c2-c2cccc(F)c2)CC1
LUMO energy = 0.0228 Eh

No. 4
Molecular formula: C22H28FN3O3S
Method: DFT, the ωB97M-V functional and the def2-TZVPD basis

CARTESIAN COORDINATES (ANGSTROEM)
C: -8.3675 -1.6413 0.6915
O: -7.4083 -1.6770 -0.3338
C: -6.2892 -0.8999 -0.1996
C: -5.3802 -0.9428 -1.2531
C: -4.2151 -0.2066 -1.2189
C: -3.9094 0.6155 -0.1297
C: -4.8378 0.6601 0.9124
C: -6.0016 -0.0852 0.8880
H: -6.6806 -0.0090 1.7229
H: -4.6639 1.3070 1.7587
N: -2.7850 1.4390 -0.0830
C: -1.9165 1.5650 -1.2278
H: -2.5016 1.5406 -2.1466
C: -0.8160 0.4974 -1.2579
N: -0.0089 0.6032 -0.0496
C: -0.8876 0.4046 1.0942
C: -1.9827 1.4790 1.1183
H: -2.6039 1.3311 1.9997
H: -1.5102 2.4648 1.1800
H: -0.3190 0.4869 2.0187
H: -1.3644 -0.5934 1.0632
C: 1.1502 -0.2909 -0.0385
C: 2.0453 -0.0328 1.1854
C: 2.5452 1.4128 1.1571
N: 3.2597 1.7151 -0.0579
S: 4.9097 1.6349 -0.0427
O: 5.3487 2.2197 1.1890
O: 5.3691 2.1771 -1.2864
C: 5.3747 -0.1066 -0.0091
C: 5.5409 -0.7389 1.2089
C: 5.8764 -2.0817 1.2433
C: 6.0389 -2.7527 0.0420
C: 5.8900 -2.1252 -1.1843
C: 5.5547 -0.7820 -1.2017
H: 5.4478 -0.2417 -2.1287
H: 6.0413 -2.6833 -2.0945
F: 6.3588 -4.0591 0.0672
H: 6.0174 -2.6068 2.1746
H: 5.4233 -0.1656 2.1145
C: 2.5660 1.3716 -1.2738
C: 2.0599 -0.0724 -1.2584
H: 1.5501 -0.2978 -2.1937
H: 2.9037 -0.7609 -1.1764
H: 1.7142 2.0508 -1.3767
H: 3.2633 1.5459 -2.0934
H: 1.6855 2.0871 1.2192
H: 3.2260 1.6215 1.9822
H: 1.5237 -0.2228 2.1219
H: 2.8909 -0.7223 1.1395
H: 0.8201 -1.3503 -0.0257
H: -0.1996 0.6798 -2.1364
H: -1.2686 -0.5068 -1.3451
H: -1.4337 2.5462 -1.1564
H: -3.5422 -0.2855 -2.0579
H: -5.6047 -1.5735 -2.0991
H: -7.9550 -1.9926 1.6436
H: -9.1631 -2.3147 0.3758
H: -8.7788 -0.6348 0.8247

Computed properties:
Max |F| = 1.08 eV/A
E_HOMO = -7.39 eV
Charge = 0
Molecular weight = 433.549 g mol⁻¹
SMILES = COc1ccc(N2CCN(C3CCN(S(=O)(=O)c4ccc(F)cc4)CC3)CC2)cc1
LUMO energy = 0.0217 Eh

no.,E (eV)
1,-63125.753
2,-56307.201
3,-34551.112
4,-47433.118